Below is a molecular structure, C22H16BrI2LiN2O5, with properties calculated with ωB97M-V/def2-TZVPD.

```
49
Properties=species:S:1:pos:R:3:nbo_charge:R:1
H -4.69257 -2.27270 -2.93217 0.183
H 0.69109 -0.48073 4.91830 0.231
C -1.71174 3.28333 -1.09034 -0.719
C 2.23302 0.57050 5.99145 -0.295
O -1.47511 0.23191 -1.06772 -0.824
C -4.08492 -2.06533 -2.05625 -0.221
C 3.21128 1.55467 5.90666 -0.208
H 2.09073 0.03154 6.92117 0.190
H 0.39266 -6.44532 -1.56251 0.206
C 1.63869 0.95360 3.67676 -0.131
C 2.19606 -3.71996 -2.49996 -0.230
C 0.72476 -5.41598 -1.58328 -0.277
C -2.51246 -1.51682 0.19541 -0.225
H 4.18406 2.99212 4.63687 0.202
C 3.41774 2.23017 4.71732 -0.302
H 2.12814 2.28808 1.82407 0.516
H -2.05455 2.32120 -1.46055 0.270
H -0.66064 -4.73463 -0.10201 0.207
H -3.59481 -3.10435 1.12071 0.184
C 1.45900 0.27946 4.87933 -0.167
C -3.15917 -1.04692 -2.10007 -0.279
O 2.93074 -1.04852 -2.64204 -0.743
C 0.13815 -4.44917 -0.77622 -0.213
N -0.01724 -0.35971 2.57430 -0.476
C 0.80471 0.65698 2.47274 0.553
C -4.25406 -2.82510 -0.89652 -0.341
Br 2.54128 -6.35542 -3.56839 -0.044
I -2.23339 3.34395 0.96996 0.112
C 2.03713 -1.28118 -1.81245 0.771
N -0.67140 -0.58267 1.38928 -0.326
C 2.64056 1.94406 3.59072 0.343
H 3.00004 -3.41472 -3.15528 0.247
O 2.85768 2.62510 2.45959 -0.703
H -4.98588 -3.62403 -0.85887 0.183
H -3.02937 -0.45993 -3.00288 0.191
C -3.47584 -2.52497 0.20796 -0.169
C 1.74587 -5.02211 -2.43035 -0.075
O 1.43491 -0.49020 -1.05174 -0.805
O 0.92992 1.43232 1.45218 -0.808
I 0.37328 3.38262 -1.51200 0.147
H -2.18660 4.13430 -1.56234 0.204
H 3.81407 1.80102 6.77426 0.187
C 1.58840 -2.75886 -1.69789 -0.121
C -1.75405 -1.24961 1.40486 0.065
H 0.10162 -2.36278 -0.23307 0.247
C 0.56318 -3.13081 -0.83938 -0.133
C -2.31291 -0.72964 -0.99541 0.406
H -2.15842 -1.62731 2.35388 0.143
Li 0.16880 0.45142 -0.12327 0.847
```

Its relative energy (zero: lowest compared OMol25 entry of this formula, charge and spin) is 0.000 eV. For the lowest unoccupied orbital energy, the calculation gives 3.93 eV. The max |F| comes out at 0.53 eV/Å. Its net charge is -2. The total energy is -122745.1529 eV. The highest occupied orbital energy comes out at -1.63 eV.

***

Below is a molecular structure, C22H16F6FeIPS3Sb2, with properties calculated with ωB97M-V/def2-TZVPD.

```
52
Properties=species:S:1:pos:R:3:mulliken_spin:R:1
S -0.42713 6.29907 -1.91890 0.911
C 0.87690 0.05119 -3.72427 -0.003
F 1.52215 3.39696 -1.67375 0.017
S -1.17861 3.79106 1.03520 -0.163
F 3.87111 4.07788 1.20060 0.000
H -0.94239 0.06594 -2.59410 -0.007
P -0.39788 0.18483 0.10892 0.007
H -0.04593 1.14060 4.87958 0.000
C 0.45417 0.65417 4.04965 0.004
C -2.36781 -2.05405 0.12584 0.003
H 2.12145 -0.01584 5.22742 0.000
C -3.88122 -4.03464 0.08957 0.000
Sb 2.80954 3.95451 -0.31854 -0.005
C -3.54920 -1.30004 0.46527 -0.005
C 2.29226 -0.61600 3.17119 0.001
C -1.51915 -4.33526 -0.34681 -0.001
C 0.78303 0.16662 -1.30485 -0.036
C 1.71537 -0.58871 1.91171 -0.004
C -0.02366 -2.48317 -0.36197 -0.001
F 3.61639 5.27391 -1.34503 0.001
C 2.17528 0.20527 -1.26587 0.021
C -0.11720 0.69639 2.78143 0.001
C 1.66410 0.00465 4.24393 0.000
S -1.64442 2.91134 -1.95049 -0.180
H 3.99100 0.21056 -2.39758 0.000
C 0.50755 0.07536 1.69939 -0.018
H 3.23920 -1.12381 3.31408 0.000
H -5.94825 -3.70121 0.48374 0.000
Sb -2.07954 5.03641 -0.87204 0.035
C -2.58925 -3.46296 -0.04248 0.001
C -4.95905 -3.26820 0.38498 0.001
H 2.22283 -1.09485 1.10167 0.000
C 2.26628 0.08117 -3.66850 0.012
Fe -0.14153 2.57020 -0.43077 3.293
C -4.77914 -1.88513 0.57916 0.000
H 2.84651 0.05845 -4.58628 0.001
H 0.56679 -4.52756 -0.72882 0.000
F 1.58242 5.17399 0.35200 0.002
C -1.01539 -1.58025 -0.06265 0.042
H -5.63499 -1.27063 0.83241 0.000
F 3.94318 2.64373 -1.00695 0.001
C -0.25594 -3.86216 -0.49615 0.002
H 0.98463 -2.13129 -0.52255 -0.001
F 1.72798 2.56269 0.58933 0.020
H -3.98182 -5.10653 -0.04949 0.000
C 2.90968 0.16158 -2.44375 -0.006
C 0.14209 0.09954 -2.55145 0.048
H 0.36766 -0.00079 -4.67932 0.000
H 2.69526 0.30758 -0.32474 0.000
I -3.62460 0.75633 0.86936 0.006
H -1.73631 -5.39384 -0.46186 0.000
H -1.05440 1.22496 2.63355 0.000
```

For the lowest unoccupied orbital energy (alpha / beta), the calculation gives -2.58 / -2.63 eV. The max |F| comes out at 1.21 eV/Å. Its spin multiplicity is 5. Its net charge is 0. The total energy is -136740.2417 eV. The highest occupied orbital energy (alpha / beta) comes out at -8.43 / -8.62 eV. As for the expectation value of S²: 6.409.

***

Below is a molecular structure, C22H16N5O8S2V, with properties calculated with ωB97M-V/def2-TZVPD.

```
54
Properties=species:S:1:pos:R:3:mulliken_spin:R:1
N -2.65866 5.10435 -4.68486 -0.001
C -0.30230 2.30849 -2.44355 -0.001
H -3.62825 -2.37947 4.22445 0.000
H 6.43219 -0.47284 -1.34523 0.000
O -1.62201 -0.10207 -1.87181 -0.004
C -2.82698 -3.38494 2.50318 -0.001
C 5.50901 -0.31582 -0.80393 0.015
H -3.44780 2.73379 -3.80001 0.000
O 2.27187 3.20214 -1.89349 -0.001
O -2.09413 6.10531 -5.05755 0.000
C -1.69932 -5.15945 4.32906 0.000
C 1.89589 0.26961 1.36076 0.033
S -0.64991 -2.10586 -0.00848 -0.053
C -3.44669 -2.43268 1.51718 0.000
H 4.25377 -1.03427 -2.40121 0.001
C -1.65260 2.04946 -2.81418 0.009
H 6.48694 0.45976 0.94460 0.000
H -1.92746 -4.61856 0.99632 0.000
H -0.11127 5.39087 -3.91354 0.000
V 0.31624 -0.27629 -1.09355 1.134
H -0.91672 -6.18124 2.61435 0.000
C 3.12641 0.09783 0.61132 0.027
H 4.41556 0.80554 2.18314 0.001
H 2.69679 -0.00467 3.31874 0.001
O -3.44569 0.66548 -2.64756 0.010
C -2.06490 -4.45914 2.05939 0.000
C -1.85368 4.13700 -3.91730 0.006
C -0.53991 4.44978 -3.59967 -0.003
N 0.77514 0.16158 0.72316 -0.061
O -3.77097 4.75177 -5.00465 0.001
C -2.46682 -4.09217 4.77816 0.000
O 0.39819 1.48891 -1.74944 -0.007
H -4.51360 -2.29963 1.70522 0.000
H 0.94107 0.28698 3.26442 0.001
H -2.63387 -3.95273 5.83820 0.000
C 4.37110 0.39895 1.18233 0.018
O 1.96907 -0.71114 -1.32260 -0.072
H -3.33992 -2.76845 0.48762 0.000
N -2.28179 0.82758 -2.43257 0.000
C 3.12283 -0.41563 -0.70214 -0.004
S -2.80829 -0.73914 1.68041 -0.007
C 0.21725 3.55903 -2.88151 0.010
H -1.26585 -5.85119 5.03908 0.000
N -0.46105 0.22034 1.32757 -0.019
N 1.60476 3.94825 -2.57540 -0.001
C -1.50200 -5.34338 2.97004 0.000
C -2.42318 2.95455 -3.53839 -0.004
C -1.19541 -0.83475 1.04911 -0.007
C 1.90028 0.54493 2.82532 -0.006
C 4.30506 -0.63137 -1.39950 -0.009
O 1.96010 5.03576 -2.96976 0.003
H 2.06830 1.61367 2.98202 0.004
C -3.02831 -3.21044 3.87047 0.000
C 5.54150 0.20562 0.48625 -0.015
```

Its relative energy (zero: lowest compared OMol25 entry of this formula, charge and spin) is 0.211 eV. For the lowest unoccupied orbital energy (alpha / beta), the calculation gives -5.27 / -5.09 eV. The max |F| comes out at 1.16 eV/Å. Its spin multiplicity is 2. Its net charge is +1. The total energy is -94248.3704 eV. The highest occupied orbital energy (alpha / beta) comes out at -11.52 / -11.52 eV. As for the expectation value of S²: 0.781.

***

Below is a molecular structure, C22H17BrCdN10O6S2, with properties calculated with ωB97M-V/def2-TZVPD.

```
59
Properties=species:S:1:pos:R:3:nbo_charge:R:1
N 2.10571 4.56653 -2.64885 -0.839
C -3.20528 -2.19586 0.28862 -0.214
H -3.37833 -4.29046 -0.16380 0.222
C -2.84545 0.09629 0.82998 0.620
H 2.79817 -1.75693 -4.60843 0.183
H -5.86354 -4.23380 0.04683 0.198
C 2.74274 -3.56466 -3.48077 -0.335
C 3.12000 0.65649 2.91048 0.138
C 0.96756 1.13576 3.50597 0.157
N -0.67068 2.32470 -1.23909 -0.295
C -5.28366 -3.33063 0.19918 -0.222
N 1.87811 1.02953 2.55328 -0.509
H 2.68218 0.20011 6.23545 0.199
N -1.08356 3.02050 -0.19911 -0.042
O -0.75946 -2.61298 1.13922 -0.947
N -2.33448 3.26872 -0.42808 0.166
C 2.14600 3.33304 -1.98610 0.282
C -5.21560 -0.96816 0.73010 -0.179
O -1.11204 -1.95968 -1.22385 -0.950
C -3.89926 -3.37291 0.08027 -0.223
C -3.83898 -1.02215 0.61393 -0.142
H 1.83545 5.31207 -2.02696 0.377
C 3.43995 0.36306 4.23079 -0.241
S 2.32933 3.41644 -0.25540 -0.508
H -2.56446 3.94384 1.33859 0.383
C -5.93742 -2.13739 0.51445 -0.232
N -2.82174 2.78587 -1.54573 -0.297
H 1.57638 4.52592 -3.50709 0.368
N -3.11520 3.97294 0.48424 -0.618
H -3.90864 3.35548 0.63992 0.390
S -1.46812 -1.82511 0.16635 2.296
C -1.74096 2.18960 -2.03326 0.114
C 2.30987 -1.33212 -2.57479 -0.244
C 2.46144 0.44274 5.20169 -0.170
H -5.70241 -0.03423 0.98050 0.221
H -7.01866 -2.12484 0.59245 0.196
H 2.47007 0.30892 -3.99120 0.154
N 2.04823 1.07607 -2.17438 -0.422
N 2.06352 2.31657 -2.79075 -0.467
N -1.56535 -0.26228 0.60511 -0.885
Br -0.76937 1.70956 3.00387 0.082
C 2.63324 -2.19961 -3.62980 -0.148
C 2.50299 -4.10477 -2.20784 -0.214
C 2.07152 -1.87781 -1.26884 0.426
H 4.46159 0.08410 4.43911 0.249
O 3.89555 0.68712 0.65915 -0.759
Cd 1.57698 0.91091 0.00989 1.673
H 1.95873 -3.70219 -0.17173 0.210
O -3.24431 1.19982 1.22765 -0.736
H 0.38104 0.93843 5.55444 0.219
O 1.77893 -1.21502 -0.20979 -0.848
C 4.24679 0.58745 1.84855 0.739
H 3.00351 -4.19809 -4.31946 0.185
C 1.18695 0.84826 4.84118 -0.300
H 2.56928 -5.17800 -2.05883 0.184
C 2.26978 0.08220 -2.94100 0.139
H -1.72275 1.65785 -2.96903 0.208
O 5.38261 0.44754 2.33432 -0.743
C 2.17555 -3.29476 -1.15160 -0.245
```

Its relative energy (zero: lowest compared OMol25 entry of this formula, charge and spin) is 0.773 eV. For the lowest unoccupied orbital energy, the calculation gives 4.29 eV. The max |F| comes out at 1.02 eV/Å. Its net charge is -2. The total energy is -146554.8215 eV. The highest occupied orbital energy comes out at -1.80 eV.